1.
87
Properties=species:S:1:pos:R:3 method="wB97M-V/def2-TZVPD" orbital_gap_ha="0.25051 / 0.23171" relative_energy_kcal_mol=0.00 homo_ha="-0.330 / -0.404" s_squared=6.05 spin_multiplicity=5 total_charge=+1 e_lumo_ev="-2.16 / -4.67"
C -2.219 0.330 1.615
H 3.653 -4.180 -1.245
H -5.048 -1.589 4.645
C -1.498 -2.887 -5.151
P 1.976 -0.813 -0.944
H 1.173 -1.260 -3.892
C 3.754 -0.499 2.766
C -2.322 -2.742 -4.051
H 0.496 -0.385 3.729
C 1.152 -0.609 1.680
C -0.136 1.516 -2.713
H -2.933 -2.617 4.017
Pt -0.348 0.008 -1.185
H 0.018 3.727 -0.484
H 1.425 -3.412 0.565
H -3.333 -3.123 -4.017
O -3.796 -2.347 -1.674
H -1.848 -3.398 -6.039
C -5.083 -0.964 3.755
N -0.603 -1.575 -2.895
C 2.192 -2.606 -1.302
H -4.677 3.962 0.927
H 3.930 -2.936 -0.032
C -3.663 3.613 1.141
C -2.694 -1.850 -1.726
C -1.497 -1.693 2.737
P -1.735 1.625 0.438
H -1.142 1.698 -3.101
H 0.097 3.348 3.306
H -3.008 4.485 1.114
C 2.285 -0.667 0.835
C -1.835 -2.073 -2.940
H -1.589 3.695 2.933
C -3.260 2.585 0.082
C 0.192 -1.703 -3.962
C 1.353 -0.480 3.076
H 2.557 2.089 -1.912
H -2.349 3.948 -1.366
C -0.499 2.654 1.356
C 1.164 -3.406 -0.497
C 2.625 -0.436 3.595
H -5.483 0.011 4.033
H 0.461 -2.443 -5.948
H -3.001 2.471 -2.084
H 5.362 -1.375 3.885
C -0.174 3.931 0.571
C -3.724 -0.836 3.120
C 3.328 1.576 -1.336
C 5.138 -0.450 3.349
C -3.443 0.220 2.255
H -1.104 2.053 3.372
H 4.277 -0.361 -1.301
H -4.092 3.748 -1.540
H -4.219 0.953 2.074
H 4.289 2.044 -1.564
O -2.154 -1.103 -0.801
H 0.153 -3.005 -0.600
H 5.230 0.368 4.065
H -0.744 -2.459 2.884
H -3.653 3.214 2.155
C 3.386 -0.107 -3.226
H 2.760 -0.330 4.665
H 0.242 2.452 -2.301
H 0.720 4.400 0.988
H 3.124 1.738 -0.275
C 3.552 -0.606 1.389
N -0.074 -0.575 1.098
H 0.506 1.183 -3.529
H 4.424 -0.637 0.746
C -3.163 3.222 -1.311
C -0.801 2.947 2.825
H 1.154 -4.441 -0.842
H 2.513 0.356 -3.687
H 4.342 -2.634 -1.732
C -2.728 -1.784 3.355
H 1.949 -2.709 -2.361
H 3.421 -1.161 -3.513
H -0.985 4.660 0.635
H 0.388 2.017 1.315
C 3.371 0.089 -1.711
H 5.895 -0.318 2.577
C -1.244 -0.647 1.849
H -5.788 -1.420 3.055
C 3.616 -3.103 -1.065
C -0.214 -2.357 -5.107
H 4.271 0.376 -3.646
H -4.018 1.798 0.034


2.
16
Properties=species:S:1:pos:R:3 method="wB97M-V/def2-TZVPD" orbital_gap_ha="0.33212 / 0.21962" relative_energy_kcal_mol=30.83 homo_ha="-0.751 / -0.749" s_squared=0.76 spin_multiplicity=2 total_charge=+2 e_lumo_ev="-11.40 / -14.42"
H -0.524 -1.968 -0.316
C -0.036 0.291 0.952
H -0.561 -0.280 1.744
C 0.291 -1.440 -0.802
C -0.096 2.216 2.541
C 0.491 -0.064 -0.217
H -0.086 -2.392 -2.679
H -0.412 1.565 3.372
N 0.084 1.559 1.444
H 0.193 -0.787 -3.018
C -0.256 -1.434 -2.229
H 1.019 0.533 -0.905
H 0.263 2.248 0.706
H 1.226 -2.008 -0.708
H -0.216 3.292 2.419
H -1.378 -1.332 -2.303


3.
130
Properties=species:S:1:pos:R:3 method="wB97M-V/def2-TZVPD" orbital_gap_ha=0.30034 homo_ha=-0.285 total_charge=0 e_lumo_ev=0.40
O 3.508 -1.603 0.627
O -7.820 -2.959 -9.557
C 4.782 2.924 1.416
H 5.079 -2.946 0.338
C -1.335 -0.939 4.650
B 3.894 -0.857 1.687
C 3.423 0.242 3.892
H 3.031 0.537 5.962
C -6.466 -4.955 -9.341
C 6.373 5.594 2.569
H -7.733 -2.824 -8.607
H 7.365 -4.522 4.718
C -5.129 -1.103 -9.249
H 9.303 -2.957 5.069
P 4.314 4.264 0.161
H 4.658 3.484 5.865
O 4.111 3.380 -1.210
H -2.760 0.661 4.644
H -8.271 -0.436 -2.433
C -5.612 1.155 -8.249
C -5.062 1.158 3.426
H 4.475 1.982 6.768
H 1.382 -0.694 0.360
Br 6.619 2.516 0.810
H -8.902 -4.896 -8.016
H -3.500 -0.888 4.946
C -0.458 -1.361 3.472
H 4.122 3.493 7.572
O 1.630 -0.693 2.585
H 6.390 -2.505 3.009
H -0.802 -0.266 5.325
H 2.381 2.230 2.231
H -9.911 -4.610 -9.435
H -6.589 1.382 -1.991
C 2.001 1.426 0.292
C 5.989 4.317 3.318
C -8.968 -5.042 -9.098
C -7.299 -0.645 -1.984
H 6.461 -1.661 5.301
C -6.091 0.484 -3.879
C -3.141 -0.427 2.866
H -6.634 1.144 -8.638
H -7.029 0.724 -4.381
C 2.817 0.096 2.465
C -5.139 -0.265 -7.981
H 4.489 2.794 3.541
C 4.761 3.556 2.812
H -7.896 -4.481 -10.871
N -4.318 0.390 2.575
C -7.795 -4.368 -9.791
C 6.588 -2.712 5.577
C 2.056 -0.258 -1.636
C 4.509 -2.192 -0.210
H 0.334 -2.002 3.868
H 6.843 3.648 3.454
H 5.477 -1.317 -1.947
H 5.601 -0.102 2.270
H 7.162 -2.758 6.504
H -5.354 1.245 -4.138
C 5.447 -1.175 -0.865
H 5.465 6.145 2.303
H 2.174 4.655 -0.100
H -3.404 -1.454 2.591
C -5.893 1.346 1.359
H 3.632 -0.794 4.184
C 2.563 0.802 5.006
H -0.523 1.909 2.087
H -4.478 -0.658 -10.003
H -4.848 1.222 4.479
C 1.395 0.159 -0.308
H 9.154 -3.457 3.375
O -5.025 0.139 -1.731
H 5.133 -0.148 -0.666
H -4.974 1.654 -8.980
H -7.415 -0.683 -0.900
H 3.930 4.274 2.822
H 4.959 2.980 -1.453
C -6.273 0.409 -2.372
H 2.024 2.347 6.961
H -6.331 -4.805 -8.266
H 1.541 0.228 -2.471
H 5.597 -3.130 5.760
O 2.424 2.211 4.936
F 0.955 2.374 0.417
O 4.201 1.629 1.377
H -4.439 -0.006 0.450
H -1.024 -1.997 2.787
H -0.142 -0.290 1.646
H -4.137 -0.239 -7.551
C 2.595 2.867 6.177
H 1.963 -1.332 -1.800
H 6.464 -1.277 -0.484
C -4.827 0.502 1.318
S -0.047 1.428 3.240
H 3.098 0.056 -1.700
C 4.048 2.978 6.612
H -4.781 -2.115 -9.039
H -5.731 -0.469 -4.274
H 2.151 3.860 6.082
C 8.671 -2.904 4.181
C 2.788 1.410 1.634
O -5.967 -0.871 -6.984
H 8.599 -1.858 3.871
H -6.135 -1.182 -9.664
O 5.210 -0.969 2.111
H -5.638 -4.464 -9.852
H 4.386 0.752 3.875
C 7.283 -3.467 4.452
H 5.722 4.635 4.332
H 0.353 0.399 -0.538
H -6.487 1.644 0.509
H 6.940 6.251 3.230
C -2.747 -0.387 4.335
H -8.985 -6.114 -9.298
H -6.781 2.439 3.104
H 6.927 5.409 1.650
C 0.276 -0.263 2.655
H -6.866 -0.891 -7.330
H -6.969 -1.632 -2.321
H -1.483 -1.852 5.238
H -5.611 1.739 -7.329
H 3.958 -2.736 -0.979
H 1.582 0.308 5.015
O 2.781 4.507 0.637
H -2.334 -0.069 2.229
H -4.714 -0.716 -2.049
H -6.417 -6.025 -9.548
H 2.672 1.854 -0.450
C -6.043 1.761 2.706
O 6.490 -3.430 3.272


4.
16
Properties=species:S:1:pos:R:3 method="wB97M-V/def2-TZVPD" orbital_gap_ha="0.27597 / 0.28493" relative_energy_kcal_mol=171.24 homo_ha="-0.288 / -0.304" smiles="CC(C)=C(N)[N+](=O)[O-]" total_charge=0 e_lumo_ev="-0.31 / -0.51"
O 3.065 -0.468 -0.093
H 0.310 -2.486 -0.231
H 1.995 -1.967 -0.346
C -0.657 0.247 -0.199
N 2.035 0.247 -0.018
O 2.019 1.414 0.161
H -1.220 -1.347 0.956
H -2.337 -0.938 -0.518
C -0.847 1.712 -0.195
H 0.092 2.014 -0.752
N 1.050 -1.805 -0.084
C 0.883 -0.497 -0.061
H -1.646 2.169 -0.655
H -2.230 0.067 1.002
H -0.764 2.274 0.716
C -1.748 -0.636 0.315


5.
10
Properties=species:S:1:pos:R:3 method="wB97M-V/def2-TZVPD" orbital_gap_ha=0.36626 relative_energy_kcal_mol=33.54 homo_ha=-0.367 smiles="N#CN=C=N.NBr" total_charge=0 e_lumo_ev=-0.03
Br 2.940 -1.000 0.223
N 1.618 0.170 -0.339
N -1.573 -1.628 1.294
H 2.029 1.214 -0.289
C -1.407 1.414 -0.623
N -1.206 2.406 -1.176
H 1.547 0.153 -1.399
N -1.706 0.306 -0.014
C -1.378 -0.706 0.579
H -0.863 -2.329 1.745


6.
23
Properties=species:S:1:pos:R:3 method="wB97M-V/def2-TZVPD" orbital_gap_ha=0.33250 relative_energy_kcal_mol=51.61 homo_ha=-0.297 smiles="C=C(C)C.C=CNC" total_charge=0 e_lumo_ev=0.96
C -0.477 2.655 1.619
H -0.859 -2.502 0.341
H 0.063 -2.552 -3.137
C -1.156 -1.557 -0.248
H -1.658 -3.035 -2.965
H -1.405 2.793 2.150
H 1.859 -0.324 0.793
H 0.400 1.373 3.145
H -0.475 -3.626 -1.804
H -1.686 -0.688 0.249
H 1.673 1.923 0.586
H -0.293 3.324 0.814
N 1.693 1.602 1.550
C 0.401 1.781 2.088
C -1.006 -1.519 -1.598
C -0.749 -2.762 -2.367
H -1.827 -0.272 -3.210
H -0.166 0.085 -2.758
H -1.514 0.559 -1.683
H 1.885 -0.257 2.541
C -1.147 -0.232 -2.388
H 3.345 0.254 1.543
C 2.269 0.257 1.652


7.
13
Properties=species:S:1:pos:R:3 method="wB97M-V/def2-TZVPD" orbital_gap_ha=0.35283 relative_energy_kcal_mol=20.58 homo_ha=-0.402 total_charge=0 e_lumo_ev=-1.33
C 0.570 0.213 0.727
Cl -1.729 -1.025 1.515
C -0.543 0.218 1.558
H 0.044 0.908 -2.030
O 2.241 -0.723 -0.916
H 0.188 -0.761 -2.720
O 0.484 -2.191 -0.324
C -0.932 1.323 2.361
H -1.111 -0.383 -1.624
C -0.122 -0.086 -1.914
S 0.862 -0.864 -0.593
H 1.134 1.143 0.897
N -1.087 2.228 3.063


8.
38
Properties=species:S:1:pos:R:3 method="wB97M-V/def2-TZVPD" orbital_gap_ha=0.31488 relative_energy_kcal_mol=337.20 homo_ha=-0.319 total_charge=0 e_lumo_ev=-0.11
O 2.785 4.025 -3.307
H 0.334 3.906 -5.212
H 3.972 2.948 -2.028
C -0.246 -1.494 1.651
C 0.520 3.835 -4.000
H -0.082 3.743 -1.312
C -0.460 1.853 -1.746
N -0.293 3.181 -2.020
H -1.299 4.649 -3.291
S -0.737 0.641 -2.855
H -2.182 -5.334 4.445
H 1.101 2.809 -4.121
H -0.238 -0.559 -0.891
C -0.938 -1.743 2.971
O -0.210 1.082 2.201
H 2.181 2.484 -2.287
H -1.468 2.832 -3.934
O -1.535 -3.341 4.546
C 0.228 -3.775 1.331
H 1.233 5.227 -2.652
N 0.054 0.117 -0.240
O -0.723 -5.252 3.164
C 1.574 4.703 -3.535
N 0.141 1.510 -0.442
C 3.022 3.273 -2.209
H 2.880 3.758 -1.380
C -0.389 -3.954 2.739
C -0.233 0.057 1.155
H -0.995 -5.171 5.243
C -0.618 3.658 -3.354
H 0.406 -4.693 0.826
H 0.173 2.181 0.241
H 1.717 5.361 -4.446
C -1.211 -4.845 4.312
H 0.752 -2.206 0.127
H -1.055 -0.848 3.488
C -0.837 -2.904 3.391
C 0.101 -2.415 0.965


What did the second record say?
16
Properties=species:S:1:pos:R:3 method="wB97M-V/def2-TZVPD" orbital_gap_ha="0.33212 / 0.21962" relative_energy_kcal_mol=30.83 homo_ha="-0.751 / -0.749" s_squared=0.76 spin_multiplicity=2 total_charge=+2 e_lumo_ev="-11.40 / -14.42"
H -0.524 -1.968 -0.316
C -0.036 0.291 0.952
H -0.561 -0.280 1.744
C 0.291 -1.440 -0.802
C -0.096 2.216 2.541
C 0.491 -0.064 -0.217
H -0.086 -2.392 -2.679
H -0.412 1.565 3.372
N 0.084 1.559 1.444
H 0.193 -0.787 -3.018
C -0.256 -1.434 -2.229
H 1.019 0.533 -0.905
H 0.263 2.248 0.706
H 1.226 -2.008 -0.708
H -0.216 3.292 2.419
H -1.378 -1.332 -2.303


Copy entry 8 word for word.
38
Properties=species:S:1:pos:R:3 method="wB97M-V/def2-TZVPD" orbital_gap_ha=0.31488 relative_energy_kcal_mol=337.20 homo_ha=-0.319 total_charge=0 e_lumo_ev=-0.11
O 2.785 4.025 -3.307
H 0.334 3.906 -5.212
H 3.972 2.948 -2.028
C -0.246 -1.494 1.651
C 0.520 3.835 -4.000
H -0.082 3.743 -1.312
C -0.460 1.853 -1.746
N -0.293 3.181 -2.020
H -1.299 4.649 -3.291
S -0.737 0.641 -2.855
H -2.182 -5.334 4.445
H 1.101 2.809 -4.121
H -0.238 -0.559 -0.891
C -0.938 -1.743 2.971
O -0.210 1.082 2.201
H 2.181 2.484 -2.287
H -1.468 2.832 -3.934
O -1.535 -3.341 4.546
C 0.228 -3.775 1.331
H 1.233 5.227 -2.652
N 0.054 0.117 -0.240
O -0.723 -5.252 3.164
C 1.574 4.703 -3.535
N 0.141 1.510 -0.442
C 3.022 3.273 -2.209
H 2.880 3.758 -1.380
C -0.389 -3.954 2.739
C -0.233 0.057 1.155
H -0.995 -5.171 5.243
C -0.618 3.658 -3.354
H 0.406 -4.693 0.826
H 0.173 2.181 0.241
H 1.717 5.361 -4.446
C -1.211 -4.845 4.312
H 0.752 -2.206 0.127
H -1.055 -0.848 3.488
C -0.837 -2.904 3.391
C 0.101 -2.415 0.965